Record 1
Density functional theory data (wB97M-V/def2-TZVPD) for an isolated molecule of C6H10O6.

Atoms and positions in Å:
O: 2.02 2.62 -0.71
C: 1.38 1.63 -0.50
O: 0.50 1.10 -1.35
C: -0.02 -0.15 -0.86
H: 0.04 -0.86 -1.69
C: -1.49 0.06 -0.47
O: -2.24 0.44 -1.59
H: -1.74 1.11 -2.08
C: -2.12 -1.21 0.12
O: -1.89 -1.36 1.49
H: -2.41 -0.71 1.98
H: -1.70 -2.09 -0.36
H: -3.20 -1.17 -0.11
H: -1.53 0.86 0.30
C: 0.92 -0.58 0.28
O: 1.92 -1.41 -0.24
H: 2.71 -1.27 0.30
C: 1.50 0.76 0.76
O: 2.82 0.65 1.20
H: 3.30 1.45 0.92
H: 0.86 1.21 1.54
H: 0.36 -1.10 1.08

- Kohn-Sham gap (eV) = 11.021
- energy relative to the best compared isomer or geometry (same formula, charge and spin) (kJ/mol) = 0.00
- structure (SMILES) = O=C1O[C@H]([C@@H](O)CO)[C@@H](O)[C@H]1O
- M (g/mol) = 178.14

Record 2
Density functional theory data (wB97M-V/def2-TZVPD) for a cluster of 2 separate species, C5H10NO in total.

Atoms and positions in Å:
C: 0.42 -2.26 0.05
C: -1.73 -0.47 0.93
C: 0.13 -1.01 0.07
C: 0.85 1.30 0.74
C: 0.72 0.28 -0.38
N: -0.27 0.80 -1.30
O: -2.18 0.57 0.62
H: 1.44 -2.50 -0.49
H: -0.21 -3.08 0.26
H: -2.18 -1.21 1.52
H: 1.53 0.93 1.47
H: 1.32 2.27 0.34
H: 0.01 1.49 1.36
H: 1.66 0.06 -0.80
H: -1.13 0.73 -0.67
H: -0.30 0.26 -2.16
H: -0.07 1.83 -1.59

- Kohn-Sham gap (eV) = 9.919
- energy relative to the best compared isomer or geometry (same formula, charge and spin) (kJ/mol) = 376.70
- charge = +1
- M (g/mol) = 100.14

- What is the M in the first record?
  178.14 g/mol

What did the first record say?
Density functional theory data (wB97M-V/def2-TZVPD) for an isolated molecule of C6H10O6.

Atoms and positions in Å:
O: 2.02 2.62 -0.71
C: 1.38 1.63 -0.50
O: 0.50 1.10 -1.35
C: -0.02 -0.15 -0.86
H: 0.04 -0.86 -1.69
C: -1.49 0.06 -0.47
O: -2.24 0.44 -1.59
H: -1.74 1.11 -2.08
C: -2.12 -1.21 0.12
O: -1.89 -1.36 1.49
H: -2.41 -0.71 1.98
H: -1.70 -2.09 -0.36
H: -3.20 -1.17 -0.11
H: -1.53 0.86 0.30
C: 0.92 -0.58 0.28
O: 1.92 -1.41 -0.24
H: 2.71 -1.27 0.30
C: 1.50 0.76 0.76
O: 2.82 0.65 1.20
H: 3.30 1.45 0.92
H: 0.86 1.21 1.54
H: 0.36 -1.10 1.08

- Kohn-Sham gap (eV) = 11.021
- energy relative to the best compared isomer or geometry (same formula, charge and spin) (kJ/mol) = 0.00
- structure (SMILES) = O=C1O[C@H]([C@@H](O)CO)[C@@H](O)[C@H]1O
- M (g/mol) = 178.14

- Among the records above, which one has the lowest energy relative to the best compared isomer or geometry (same formula, charge and spin)?
  C6H10O6

Copy entry 2 word for word.
Density functional theory data (wB97M-V/def2-TZVPD) for a cluster of 2 separate species, C5H10NO in total.

Atoms and positions in Å:
C: 0.42 -2.26 0.05
C: -1.73 -0.47 0.93
C: 0.13 -1.01 0.07
C: 0.85 1.30 0.74
C: 0.72 0.28 -0.38
N: -0.27 0.80 -1.30
O: -2.18 0.57 0.62
H: 1.44 -2.50 -0.49
H: -0.21 -3.08 0.26
H: -2.18 -1.21 1.52
H: 1.53 0.93 1.47
H: 1.32 2.27 0.34
H: 0.01 1.49 1.36
H: 1.66 0.06 -0.80
H: -1.13 0.73 -0.67
H: -0.30 0.26 -2.16
H: -0.07 1.83 -1.59

- Kohn-Sham gap (eV) = 9.919
- energy relative to the best compared isomer or geometry (same formula, charge and spin) (kJ/mol) = 376.70
- charge = +1
- M (g/mol) = 100.14